Entry 1:
{"formula": "C6H11NO", "method": "ωB97M-V/def2-TZVPD", "max_force_ev_per_a": 4.7, "homo_lumo_gap_ev": 9.47, "relative_energy_kcal_mol": 63.3, "elements": ["C", "C", "N", "C", "O", "C", "C", "C", "H", "H", "H", "H", "H", "H", "H", "H", "H", "H", "H"], "positions_angstrom": [[1.971, 0.636, 0.121], [0.682, 0.402, -0.702], [-0.058, 1.658, -0.712], [-1.189, 1.325, -0.020], [-2.277, 1.790, 0.145], [-0.424, -0.406, 0.070], [-0.450, -0.814, 1.518], [-1.116, -1.438, -0.904], [2.479, 1.677, -0.081], [2.813, -0.159, -0.086], [1.916, 0.493, 1.215], [0.919, 0.197, -1.684], [0.077, 2.350, -1.429], [-0.264, 0.126, 2.030], [0.201, -1.737, 1.719], [-1.474, -1.235, 1.838], [-0.379, -2.329, -1.060], [-1.453, -0.835, -1.675], [-1.974, -1.700, -0.303]]}


Entry 2:
{"formula": "C17H52O9", "method": "ωB97M-V/def2-TZVPD", "max_force_ev_per_a": 1.4, "homo_lumo_gap_ev": 9.68, "relative_energy_kcal_mol": 49.0, "elements": ["C", "C", "C", "O", "H", "H", "H", "H", "H", "H", "H", "H", "C", "C", "C", "O", "H", "H", "H", "H", "H", "H", "H", "H", "C", "C", "C", "O", "H", "H", "H", "H", "H", "H", "H", "H", "C", "C", "C", "O", "H", "H", "H", "H", "H", "H", "H", "H", "C", "O", "H", "H", "H", "H", "C", "O", "H", "H", "H", "H", "C", "O", "H", "H", "H", "H", "C", "O", "H", "H", "H", "H", "C", "O", "H", "H", "H", "H"], "positions_angstrom": [[-8.948, -20.036, -11.174], [-8.489, -20.884, -12.340], [-9.554, -21.091, -13.404], [-7.364, -20.304, -13.012], [-8.207, -19.973, -10.372], [-9.864, -20.437, -10.738], [-9.147, -18.998, -11.473], [-8.186, -21.854, -11.926], [-9.525, -20.249, -14.095], [-10.554, -21.101, -12.963], [-9.397, -22.023, -13.943], [-6.884, -19.712, -12.426], [-7.699, -28.402, -16.466], [-6.297, -28.042, -16.924], [-5.281, -28.045, -15.802], [-5.920, -28.987, -17.951], [-7.920, -29.435, -16.739], [-8.420, -27.839, -17.077], [-7.923, -28.181, -15.427], [-6.283, -27.042, -17.368], [-4.347, -27.575, -16.114], [-5.094, -29.044, -15.411], [-5.641, -27.426, -14.971], [-5.535, -28.503, -18.686], [-11.553, -25.854, -21.597], [-11.712, -26.201, -20.120], [-10.459, -25.897, -19.309], [-12.829, -25.534, -19.509], [-11.026, -24.913, -21.765], [-12.528, -25.807, -22.088], [-11.012, -26.651, -22.113], [-11.947, -27.266, -20.063], [-10.085, -24.898, -19.587], [-9.592, -26.515, -19.567], [-10.675, -25.930, -18.245], [-12.789, -24.598, -19.726], [-11.194, -28.577, -15.048], [-12.010, -27.359, -15.403], [-12.858, -27.623, -16.636], [-12.813, -26.955, -14.296], [-10.631, -28.880, -15.938], [-11.865, -29.415, -14.828], [-10.510, -28.441, -14.215], [-11.320, -26.550, -15.654], [-13.626, -28.376, -16.414], [-12.254, -28.020, -17.451], [-13.382, -26.719, -16.939], [-13.451, -27.662, -14.150], [-8.820, -24.829, -15.539], [-7.765, -24.181, -16.178], [-9.489, -24.130, -15.017], [-9.494, -25.328, -16.255], [-8.454, -25.565, -14.829], [-8.071, -23.394, -16.654], [-9.808, -24.246, -11.505], [-9.407, -24.252, -10.162], [-10.281, -25.182, -11.822], [-10.460, -23.414, -11.793], [-8.925, -24.149, -12.150], [-9.903, -24.930, -9.698], [-10.171, -22.126, -17.723], [-8.761, -22.260, -17.889], [-10.514, -21.095, -17.795], [-10.704, -22.765, -18.428], [-10.407, -22.471, -16.714], [-8.405, -21.570, -18.453], [-6.470, -24.696, -19.405], [-5.834, -24.650, -18.142], [-7.484, -24.278, -19.367], [-5.885, -24.101, -20.105], [-6.547, -25.723, -19.782], [-6.516, -24.722, -17.463], [-5.115, -22.123, -15.575], [-5.065, -21.198, -14.505], [-4.110, -22.268, -15.958], [-5.541, -23.081, -15.266], [-5.737, -21.733, -16.394], [-5.955, -21.087, -14.142]]}


Entry 3:
{"formula": "C25H48N3O6", "method": "ωB97M-V/def2-TZVPD", "max_force_ev_per_a": 3.0, "charge": -1, "homo_lumo_gap_ev": 7.19, "elements": ["C", "O", "C", "C", "C", "C", "C", "C", "C", "C", "C", "N", "C", "C", "C", "C", "C", "C", "C", "C", "C", "N", "C", "C", "C", "O", "N", "C", "O", "C", "O", "O", "H", "H", "H", "H", "H", "H", "H", "H", "H", "H", "H", "H", "H", "H", "H", "H", "H", "H", "H", "H", "H", "H", "H", "H", "H", "H", "H", "H", "H", "H", "H", "H", "H", "H", "H", "H", "H", "H", "H", "H", "H", "H", "H", "H", "C", "O", "H", "H", "H", "H"], "positions_angstrom": [[-2.563, -4.025, 2.940], [-3.373, -4.933, 2.244], [-4.173, -4.415, 1.201], [-3.707, -5.010, -0.099], [-2.193, -4.990, -0.116], [-1.614, -5.279, -1.466], [-0.131, -5.577, -1.359], [0.625, -4.699, -0.383], [0.610, -3.214, -0.776], [2.044, -2.766, -0.912], [2.340, -1.292, -1.114], [2.182, -0.392, 0.017], [3.282, -0.530, 0.971], [2.877, -0.812, 2.417], [1.723, -1.777, 2.549], [2.556, 0.444, 3.199], [2.044, 0.987, -0.532], [0.653, 1.235, -1.055], [0.548, 2.587, -1.777], [-0.223, 3.720, -1.111], [-1.677, 3.475, -0.959], [-2.263, 4.570, -0.134], [-2.270, 4.205, 1.275], [-3.601, 4.761, -0.585], [-3.920, 6.093, -1.155], [-4.435, 3.909, -0.539], [2.247, 1.973, 0.542], [2.909, 2.941, 0.299], [3.496, 3.898, 0.054], [3.100, 1.124, -1.645], [2.684, 1.331, -2.790], [4.240, 0.981, -1.260], [-3.041, -3.736, 3.854], [-2.326, -3.166, 2.345], [-1.637, -4.522, 3.155], [-5.184, -4.735, 1.386], [-4.202, -3.344, 1.163], [-4.045, -6.023, -0.158], [-4.035, -4.434, -0.946], [-1.829, -5.731, 0.560], [-1.888, -4.028, 0.253], [-2.111, -6.180, -1.786], [-1.846, -4.535, -2.204], [0.362, -5.533, -2.310], [-0.061, -6.597, -1.022], [0.306, -4.864, 0.625], [1.649, -5.020, -0.409], [0.054, -2.586, -0.107], [0.161, -3.154, -1.750], [2.640, -3.182, -0.123], [2.394, -3.214, -1.827], [3.360, -1.276, -1.462], [1.747, -0.962, -1.943], [3.844, -1.394, 0.667], [3.967, 0.293, 0.919], [3.727, -1.277, 2.886], [2.048, -2.789, 2.401], [1.347, -1.729, 3.553], [0.923, -1.550, 1.875], [2.292, 0.158, 4.201], [3.369, 1.139, 3.233], [1.680, 0.899, 2.790], [0.023, 1.240, -0.183], [0.297, 0.445, -1.679], [0.055, 2.394, -2.713], [1.525, 2.915, -2.051], [-0.104, 4.576, -1.742], [0.226, 3.912, -0.157], [-2.149, 3.448, -1.920], [-1.891, 2.525, -0.498], [-2.341, 5.098, 1.862], [-3.103, 3.582, 1.524], [-1.360, 3.684, 1.497], [-4.434, 6.691, -0.430], [-3.030, 6.613, -1.438], [-4.550, 5.941, -2.005], [2.242, 7.242, -1.437], [1.979, 6.201, -0.514], [1.725, 8.133, -1.087], [3.314, 7.459, -1.499], [1.874, 6.992, -2.438], [2.440, 5.411, -0.817]]}


Entry 4:
{"formula": "C2H8Cl2Si2", "method": "ωB97M-V/def2-TZVPD", "max_force_ev_per_a": 4.8, "homo_lumo_gap_ev": 8.82, "relative_energy_kcal_mol": 86.2, "elements": ["C", "C", "Si", "Si", "Cl", "Cl", "H", "H", "H", "H", "H", "H", "H", "H"], "positions_angstrom": [[1.178, -1.130, 1.851], [-1.237, 0.821, -2.124], [0.896, 0.426, 0.771], [-1.180, 0.216, -0.309], [-2.118, -1.601, -0.410], [-2.434, 1.327, 0.938], [0.668, -2.084, 1.496], [2.200, -1.125, 1.540], [1.248, -1.159, 2.904], [-2.069, 0.892, -2.710], [-0.606, 1.722, -2.183], [-0.588, 0.020, -2.549], [1.635, 1.193, 1.795], [2.406, 0.481, -1.010]]}